Computed, not measured: 7 unconnected molecules or ions with the total composition C40H71F5N6O3P in a non-equilibrium geometry, with wB97M-V/def2-TZVPD.

Values from the calculation:
Max |F| = 0.0251 Eh/bohr
LUMO level = 1.510 eV
Net charge = -1

Each atom is followed by the atoms it is bonded to, with distances in Å.
Positions of all 126 atoms, in Å:
1 C 0.136 4.854 -0.018  C2 1.536, H38 1.090, H39 1.091, H40 1.091
2 C 0.867 4.702 1.324  C1 1.536, C3 1.550, H41 1.092, H42 1.090
3 C 1.124 3.219 1.691  C2 1.550, C4 1.529, H43 1.092, H44 1.093
4 C 2.527 2.986 2.252  C3 1.529, C5 1.550, H45 1.091, H46 1.093
5 C 2.757 1.492 2.597  C4 1.550, C6 1.532, H47 1.090, H48 1.088
6 C 3.649 0.788 1.569  C5 1.532, C7 1.532, H49 1.099, H50 1.095
7 C 2.990 0.551 0.206  C6 1.532, C8 1.523, H51 1.092, H52 1.092
8 C 1.863 -0.472 0.276  C7 1.523, C9 1.543, H53 1.090, H54 1.094
9 C 1.166 -0.781 -1.065  C8 1.543, O10 1.401, C30 1.550, H55 1.097
10 O 0.019 0.022 -1.126  C9 1.401, P11 1.746
11 P -0.397 0.616 -2.715  O10 1.746, C12 1.897, O22 1.723, O29 1.786, H56 1.433, H57 1.470
12 C -1.643 1.852 -1.996  P11 1.897, C13 1.530, H58 1.090, H59 1.092
13 C -2.900 2.016 -2.853  C12 1.530, C14 1.532, H60 1.094, H61 1.093
14 C -3.485 3.432 -2.887  C13 1.532, C15 1.540, C16 1.539, H62 1.095
15 C -2.550 4.372 -3.670  C14 1.540, H63 1.092, H64 1.092, H65 1.091
16 C -3.751 4.034 -1.495  C14 1.539, C17 1.536, H66 1.092, H67 1.095
17 C -4.347 3.069 -0.459  C16 1.536, C18 1.516, H68 1.088, H69 1.098
18 C -5.513 2.253 -0.982  C17 1.516, C19 1.340, H70 1.086
19 C -5.993 1.196 -0.312  C18 1.340, C20 1.510, C21 1.500
20 C -5.772 1.043 1.174  C19 1.510, H71 1.089, H72 1.089, H73 1.096
21 C -6.727 0.080 -0.995  C19 1.500, H74 1.089, H75 1.094, H76 1.095
22 O -1.593 -0.597 -2.976  P11 1.723, C23 1.404
23 C -2.391 -1.083 -1.929  O22 1.404, C24 1.545, H77 1.103, H78 1.091
24 C -1.941 -2.416 -1.292  C23 1.545, C25 1.527, C26 1.557, H79 1.087
25 C -2.266 -2.352 0.198  C24 1.527, H80 1.089, H81 1.094, H82 1.091
26 C -2.630 -3.593 -2.043  C24 1.557, C27 1.527, C28 1.536, H83 1.092
27 C -3.901 -4.114 -1.377  C26 1.527, H84 1.093, H85 1.092, H86 1.091
28 C -1.642 -4.766 -2.126  C26 1.536, H87 1.095, H88 1.090, H89 1.093
29 O 0.898 -0.447 -3.332  P11 1.786, C30 1.380
30 C 1.907 -0.478 -2.392  C9 1.550, O29 1.380, C31 1.556, H90 1.098
31 C 2.977 -1.484 -2.904  C30 1.556, F32 1.380, F33 1.347, C34 1.538
32 F 4.232 -0.941 -2.712  C31 1.380
33 F 2.861 -1.712 -4.227  C31 1.347
34 C 3.061 -2.873 -2.249  C31 1.538, F35 1.351, F36 1.339, F37 1.337
35 F 4.060 -3.595 -2.802  C34 1.351
36 F 1.931 -3.564 -2.444  C34 1.339
37 F 3.319 -2.807 -0.938  C34 1.337
38 H -0.573 4.041 -0.169  C1 1.090
39 H 0.856 4.810 -0.837  C1 1.091
40 H -0.385 5.811 -0.068  C1 1.091
41 H 1.844 5.183 1.237  C2 1.092
42 H 0.302 5.170 2.131  C2 1.090
43 H 0.386 2.884 2.422  C3 1.092
44 H 0.971 2.630 0.783  C3 1.093
45 H 2.642 3.588 3.155  C4 1.091
46 H 3.257 3.272 1.490  C4 1.093
47 H 1.775 1.021 2.646  C5 1.090
48 H 3.200 1.382 3.585  C5 1.088
49 H 3.924 -0.195 1.977  C6 1.099
50 H 4.585 1.343 1.451  C6 1.095
51 H 2.615 1.502 -0.178  C7 1.092
52 H 3.755 0.168 -0.471  C7 1.092
53 H 1.067 -0.134 0.941  C8 1.090
54 H 2.253 -1.391 0.723  C8 1.094
55 H 0.913 -1.848 -1.062  C9 1.097
56 H -0.609 1.067 -4.059  P11 1.433
57 H 0.646 1.644 -2.592  P11 1.470
58 H -1.903 1.573 -0.975  C12 1.090
59 H -1.108 2.803 -1.935  C12 1.092
60 H -3.664 1.323 -2.488  C13 1.094
61 H -2.697 1.708 -3.882  C13 1.093
62 H -4.440 3.425 -3.424  C14 1.095
63 H -1.746 4.726 -3.021  C15 1.092
64 H -3.082 5.241 -4.063  C15 1.092
65 H -2.068 3.850 -4.499  C15 1.091
66 H -2.817 4.430 -1.090  C16 1.092
67 H -4.452 4.869 -1.598  C16 1.095
68 H -3.593 2.369 -0.107  C17 1.088
69 H -4.681 3.669 0.397  C17 1.098
70 H -5.972 2.549 -1.920  C18 1.086
71 H -5.686 2.025 1.636  C20 1.089
72 H -6.601 0.493 1.620  C20 1.089
73 H -4.846 0.507 1.407  C20 1.096
74 H -6.811 0.245 -2.067  C21 1.089
75 H -6.149 -0.836 -0.834  C21 1.094
76 H -7.723 -0.105 -0.578  C21 1.095
77 H -3.380 -1.283 -2.374  C23 1.103
78 H -2.569 -0.348 -1.141  C23 1.091
79 H -0.874 -2.563 -1.436  C24 1.087
80 H -1.934 -3.227 0.756  C25 1.089
81 H -1.749 -1.490 0.629  C25 1.094
82 H -3.333 -2.198 0.370  C25 1.091
83 H -2.871 -3.233 -3.046  C26 1.092
84 H -4.307 -4.918 -1.996  C27 1.093
85 H -4.683 -3.360 -1.270  C27 1.092
86 H -3.681 -4.559 -0.406  C27 1.091
87 H -1.404 -5.079 -1.104  C28 1.095
88 H -2.037 -5.608 -2.694  C28 1.090
89 H -0.702 -4.431 -2.572  C28 1.093
90 H 2.460 0.466 -2.298  C30 1.098
91 C 3.717 0.504 6.921  C92 1.454, H94 1.087, H95 1.089, H96 1.089
92 C 2.529 1.020 6.262  C91 1.454, N93 1.147
93 N 1.655 1.416 5.633  C92 1.147
94 H 4.097 -0.369 6.397  C91 1.087
95 H 4.503 1.258 6.930  C91 1.089
96 H 3.516 0.216 7.952  C91 1.089
97 C -3.737 -3.147 -6.024  C98 1.456, H100 1.089, H101 1.089, H102 1.091
98 C -4.219 -4.319 -5.306  C97 1.456, N99 1.148
99 N -4.589 -5.222 -4.702  C98 1.148
100 H -3.224 -3.443 -6.938  C97 1.089
101 H -4.567 -2.494 -6.286  C97 1.089
102 H -3.039 -2.584 -5.402  C97 1.091
103 C 6.360 1.077 4.104  C104 1.455, H106 1.089, H107 1.090, H108 1.087
104 C 6.576 0.174 5.223  C103 1.455, N105 1.148
105 N 6.702 -0.531 6.121  C104 1.148
106 H 6.396 0.537 3.158  C103 1.089
107 H 5.386 1.559 4.184  C103 1.090
108 H 7.116 1.858 4.089  C103 1.087
109 C 0.501 -4.712 3.109  C110 1.452, H112 1.086, H113 1.090, H114 1.089
110 C -0.927 -4.449 3.120  C109 1.452, N111 1.147
111 N -2.056 -4.251 3.128  C110 1.147
112 H 0.696 -5.780 3.143  C109 1.086
113 H 0.946 -4.314 2.196  C109 1.090
114 H 0.997 -4.239 3.956  C109 1.089
115 C 8.481 5.242 4.397  C116 1.456, H118 1.089, H119 1.088, H120 1.089
116 C 7.160 4.715 4.707  C115 1.456, N117 1.147
117 N 6.116 4.307 4.952  C116 1.147
118 H 9.014 4.567 3.729  C115 1.089
119 H 8.397 6.212 3.910  C115 1.088
120 H 9.066 5.360 5.307  C115 1.089
121 C 2.153 -6.405 -0.345  C122 1.453, H124 1.089, H125 1.088, H126 1.089
122 C 1.312 -7.017 0.671  C121 1.453, N123 1.147
123 N 0.636 -7.495 1.465  C122 1.147
124 H 2.819 -7.145 -0.785  C121 1.089
125 H 1.535 -5.980 -1.134  C121 1.088
126 H 2.756 -5.608 0.086  C121 1.089